(1)
73
Properties=species:S:1:pos:R:3:lowdin_charge:R:1 method="wB97M-V/def2-TZVPD" charge=-1 orbital_gap_ev=7.57 lumo_energy_ev=2.25 de_lowest_ev=0.000 fmax_ev_per_a=0.65 molar_mass_g_mol=785.2
Sn 0.0670 0.5216 -0.3195 1.40
O -1.0684 -3.4620 1.7067 0.01
C -0.2932 -4.3172 0.9966 -0.28
C -0.6606 -5.6605 0.9641 -0.02
C 0.0768 -6.5591 0.2172 -0.10
C 1.1855 -6.1365 -0.5103 -0.10
C 1.5491 -4.8030 -0.4782 -0.03
C 0.8316 -3.8749 0.2748 -0.08
C 1.2055 -2.4312 0.2671 -0.46
O 0.4805 -1.6235 0.9472 -0.18
N 2.2739 -2.0886 -0.4303 0.06
N 2.3447 -0.7298 -0.5076 -0.07
C 3.4211 -0.2086 -0.9435 -0.09
C 3.5194 1.2541 -1.0680 -0.28
C 4.6797 1.8593 -1.5381 -0.03
C 4.7228 3.2420 -1.6291 -0.07
C 3.6200 3.9831 -1.2375 -0.06
C 2.5122 3.2931 -0.7670 -0.14
N 2.4566 1.9700 -0.6942 0.05
H -0.6191 -2.5664 1.5702 0.07
H -1.5357 -5.9686 1.5213 0.11
H -0.2208 -7.6006 0.1935 0.10
H 1.7504 -6.8411 -1.1061 0.09
H 2.3921 -4.4384 -1.0490 0.11
H 4.2672 -0.8310 -1.2333 0.12
H 5.5211 1.2480 -1.8390 0.11
H 5.6092 3.7352 -2.0084 0.10
H 3.5866 5.0612 -1.3054 0.08
H 1.6337 3.8318 -0.4369 0.10
N -3.8555 -1.8698 -3.2252 0.00
C -2.7197 -2.0342 -2.2758 -0.56
C -2.4246 -3.5279 -2.1167 -0.09
P -3.2720 -1.3105 -0.6653 0.48
O -3.4838 -2.5097 0.3637 -0.12
O -4.7669 -0.9017 -0.9829 -0.13
O -2.4325 -0.2176 -0.1222 -0.39
P -1.2281 -1.2224 -3.0099 0.31
O -1.8470 0.1746 -3.5025 -0.17
O -0.8255 -2.0478 -4.1656 -0.29
O -0.2515 -0.9796 -1.8657 -0.47
H -4.9352 -1.2348 -1.9010 0.05
H -3.7825 -2.5962 -3.9284 0.09
H -3.7390 -0.9864 -3.7170 0.08
H -3.2931 -4.0653 -1.7338 0.08
H -1.5894 -3.6977 -1.4365 0.07
H -2.1306 -3.9224 -3.0904 0.08
H -2.6866 -2.7949 0.8504 0.06
H -1.4864 0.9616 -3.0388 0.00
C 3.1436 2.0830 3.4907 -0.06
C 2.5055 3.1170 4.1542 -0.07
C 1.1513 3.3135 3.9422 -0.02
C 0.4818 2.4676 3.0634 -0.23
N 1.0933 1.4690 2.4279 0.10
C 2.3916 1.2864 2.6394 -0.13
C -0.9716 2.6577 2.7863 -0.24
C -1.8762 2.8401 3.8248 -0.02
C -3.2180 2.9972 3.5135 -0.07
C -3.6048 2.9706 2.1858 -0.06
C -2.6272 2.7863 1.2173 -0.13
N -1.3403 2.6370 1.5064 0.09
H 4.2007 1.8953 3.6202 0.10
H 3.0557 3.7707 4.8194 0.10
H 0.6205 4.1254 4.4214 0.11
H 2.8437 0.4628 2.0964 0.10
H -1.5355 2.8332 4.8519 0.11
H -3.9513 3.1242 4.3000 0.10
H -4.6410 3.0751 1.8955 0.10
H -2.8836 2.7403 0.1655 0.11
N 1.3882 6.2566 -1.7660 0.08
C 0.5890 5.5021 -2.1424 -0.43
N -0.3507 4.7140 -2.6059 0.06
C -0.4330 3.4708 -2.3015 -0.37
N -0.5905 2.3283 -2.0999 0.03

(2)
46
Properties=species:S:1:pos:R:3:lowdin_charge:R:1 method="wB97M-V/def2-TZVPD" charge=+1 orbital_gap_ev=10.30 lumo_energy_ev=-2.92 de_lowest_ev=1.848 fmax_ev_per_a=9.16 molar_mass_g_mol=276.3
N -1.9106 -0.0991 0.8438 0.18
C -0.6583 -0.4601 0.4782 -0.38
N 0.4576 -0.1347 1.2838 0.18
N -0.4456 -1.0310 -0.7137 0.21
H -2.2460 0.3371 1.6798 0.09
H -2.7577 -0.1985 0.1888 0.13
H 0.1601 0.4613 2.0614 0.05
H 1.0502 -0.9523 1.5350 0.10
H 0.4342 -1.1696 -1.0797 0.06
H -1.2220 -0.9508 -1.3867 0.07
H -3.3003 -3.0291 -2.2373 0.08
H -2.7398 -1.5770 -2.1723 0.00
O -2.9520 -2.3523 -1.6258 -0.06
H 0.6941 2.7620 1.5794 0.04
H 1.4478 4.0580 1.3670 0.08
O 1.6855 3.0980 1.4781 -0.13
H 3.2274 -2.5400 1.3257 -0.05
H 2.3893 -3.3322 2.5081 0.16
O 2.4163 -2.7182 1.6275 -0.06
H -3.4948 2.0494 -0.6398 0.05
H -3.9094 0.9861 -1.6398 0.08
O -3.2241 1.2257 -1.0100 -0.04
H -1.1985 3.9336 1.0034 0.11
H -1.2637 2.4495 0.4324 0.08
O -0.8897 3.0031 1.1925 -0.08
H 1.9940 2.2639 2.8301 0.02
H 2.1786 1.6560 4.2356 -0.07
O 1.6615 1.6799 3.5656 0.00
H -1.3608 -4.4846 0.6135 0.06
H -1.1085 -3.3327 -0.2950 -0.09
O -0.9129 -4.1993 -0.2085 -0.02
H -0.8864 0.0120 -3.5124 0.06
H -1.8920 0.9495 -2.8378 0.03
O -1.8151 0.0505 -3.1563 -0.07
H 1.3258 -1.7683 -2.6155 0.02
H 1.5997 -0.5014 -3.3631 0.10
O 0.8227 -1.0862 -3.0442 -0.09
H 3.0235 2.2003 -0.7957 0.05
H 4.1861 2.3645 -2.0102 0.13
O 3.2678 1.9357 -1.7183 -0.12
H 3.5142 0.0192 -2.1260 0.03
H 4.2200 -1.3819 -2.5760 0.06
O 3.3905 -0.9483 -2.3498 -0.08
H -0.5899 1.0305 3.9402 0.05
H -1.6434 2.1006 3.9112 0.02
O -1.5245 1.2114 3.6629 -0.05

(3)
9
Properties=species:S:1:pos:R:3:lowdin_charge:R:1 method="wB97M-V/def2-TZVPD" charge=-1 orbital_gap_ev=9.00 lumo_energy_ev=3.66 de_lowest_ev=1.742 fmax_ev_per_a=4.33 molar_mass_g_mol=150.1
C -0.7114 1.3573 -0.3189 -0.48
N -1.5199 2.1828 -0.5330 0.09
N 0.0986 0.4605 0.1231 -0.07
N 0.7459 -0.3547 -1.0392 -0.42
O -0.3895 -2.1811 1.1293 -0.47
O 0.2831 -0.1498 -2.1377 0.03
O 1.6885 -1.0192 -0.7271 0.05
O 0.3050 -0.5028 2.7878 -0.48
S -0.5607 -0.8908 1.6955 0.73